# 1
Formula: C2H3Cl3O2S
Source: the OMol25 dataset
Level of theory: wB97M-V/def2-TZVPD

Summary:
- HOMO-LUMO gap: 9.8 eV

Structure (XYZ):
```
11
C2H3Cl3O2S wB97M-V/def2-TZVPD
C 0.5942 0.5382 -2.0553
C 1.6888 0.6565 -1.3575
O -1.5813 0.1070 0.5746
O -0.5601 -1.3939 2.3447
S -1.3078 -0.0080 1.9774
Cl 3.2328 0.8672 -2.0238
Cl 1.6239 0.6840 0.4026
Cl -3.2061 -0.1260 2.9335
H -0.6579 -2.1931 1.8122
H -0.4120 0.2122 -1.5217
H 0.5854 0.6560 -3.0867
```

Results of the Mulliken charge analysis, in e, for atoms 1 through 4: number 1, C, carries -0.668; number 2, C, carries 0.561; number 3, O, carries -0.389; number 4, O, carries -0.414



# 2
Formula: C3H3N3O2
Source: the OMol25 dataset
Level of theory: wB97M-V/def2-TZVPD

Summary:
- HOMO-LUMO gap: 10.0 eV
- Structure (SMILES): NC(=O)c1cnno1

Structure (XYZ):
```
11
C3H3N3O2 wB97M-V/def2-TZVPD
C -1.2265 0.3293 -0.0839
C 0.3523 0.3011 -0.2248
C 1.3894 1.1766 -0.1770
H -1.1691 -2.0141 0.2703
H -2.5373 -1.1293 0.4891
H 1.4338 2.3649 -0.0968
N -1.6389 -1.0377 -0.3141
N 2.4850 0.4968 0.0181
N 2.3038 -0.6631 -0.0086
O -2.1994 1.1229 0.0938
O 0.8068 -0.9472 0.0339
```

Results of the Mulliken charge analysis, in e, for atoms 1 through 4: number 1, C, carries 0.390; number 2, C, carries 0.524; number 3, C, carries -0.300; number 4, H, carries 0.334



# 3
Formula: C2H4N4O
Source: the OMol25 dataset
Level of theory: wB97M-V/def2-TZVPD

Summary:
- HOMO-LUMO gap: 9.3 eV
- Structure (SMILES): Nc1n[nH]c(O)n1

Structure (XYZ):
```
11
C2H4N4O wB97M-V/def2-TZVPD
N -0.3876 1.1150 -1.8793
C -0.1658 0.5584 -0.6355
N -0.1815 1.2658 0.4745
N 0.0098 0.2883 1.4213
C 0.1342 -0.8955 0.8179
O 0.3306 -2.0141 1.5205
N 0.0343 -0.7880 -0.4861
H -0.2472 2.1154 -1.8959
H 0.0969 0.6350 -2.6241
H 0.0331 0.5090 2.4025
H 0.3367 -2.7429 0.8832
```

Results of the Mulliken charge analysis, in e, for atoms 1 through 4: number 1, N, carries -0.462; number 2, C, carries 0.438; number 3, N, carries -0.750; number 4, N, carries 0.217



# 4
Formula: C4H13N2O
Source: the OMol25 dataset
Level of theory: wB97M-V/def2-TZVPD

Summary:
- HOMO-LUMO gap: 8.3 eV
- Net charge: +1

Structure (XYZ):
```
20
C4H13N2O wB97M-V/def2-TZVPD
C -0.1550 -1.3485 -1.1593
C -1.3100 -1.2212 -0.1961
C -0.7746 -0.1383 0.7878
C -1.4096 1.0417 1.0205
N -0.8775 2.0514 1.8196
N 1.1939 -1.6088 -0.5196
H 0.0796 -0.3967 -1.5557
H -0.4486 -2.1303 -1.9622
H -2.1766 -0.7639 -0.7562
H -1.5667 -1.9714 0.4337
H 0.0555 -0.6812 1.3882
H -2.3762 1.3262 0.7909
H -0.0299 1.9791 2.1782
H -1.2729 2.8246 2.2213
H 1.8309 -2.0836 -1.0932
H 1.6649 -0.5757 -0.1558
H 1.0738 -2.3111 0.2153
H 2.8830 1.9482 -1.4434
H 1.4857 2.3466 -0.9524
O 2.1305 1.7128 -1.0616
```

Results of the Mulliken charge analysis, in e, for atoms 1 through 4: number 1, C, carries -0.525; number 2, C, carries -0.710; number 3, C, carries -0.193; number 4, C, carries -0.461



# 5
Formula: C4H15NO3
Source: the OMol25 dataset
Level of theory: wB97M-V/def2-TZVPD

Summary:
- HOMO-LUMO gap: 7.6 eV
- Structure (SMILES): C=C(N)CC.O.O.O

Structure (XYZ):
```
23
C4H15NO3 wB97M-V/def2-TZVPD
C 0.4856 3.2134 -0.9417
C 0.1491 1.7547 -1.3646
C -0.7336 0.8754 -0.5082
C -1.7534 1.5063 0.1723
N -0.5131 -0.4851 -0.3854
H -0.3979 3.9114 -0.9507
H 0.8365 3.2291 0.0759
H 1.1626 3.8728 -1.4698
H -0.1654 1.6077 -2.4358
H 1.1431 1.2876 -1.2271
H -1.6889 2.5848 0.0248
H -2.4155 1.0563 0.8921
H 0.3589 -0.9770 -0.7865
H -1.1536 -1.0734 0.0267
H 2.8277 -0.6999 0.9441
H 2.3482 -0.2123 2.4061
O 2.7964 -0.9059 1.7709
H -1.4871 -1.8355 2.8194
H -1.2033 -2.5165 1.5035
O -1.4650 -1.6684 1.8876
H 0.0251 -3.1991 -0.4025
H -0.2351 -2.8044 -1.8959
O 0.5124 -3.0426 -1.2801
```

Results of the Mulliken charge analysis, in e, for atoms 1 through 4: number 1, C, carries -1.269; number 2, C, carries -0.321; number 3, C, carries 0.596; number 4, C, carries -1.073



# 6
Formula: C4H7IN2O2S
Source: the OMol25 dataset
Level of theory: wB97M-V/def2-TZVPD

Summary:
- HOMO-LUMO gap: 7.2 eV

Structure (XYZ):
```
17
C4H7IN2O2S wB97M-V/def2-TZVPD
C 2.2746 -1.1139 0.5347
S 1.7411 0.5113 0.0960
O 2.1035 0.7852 -1.2618
O 2.1427 1.4298 1.1209
C -0.0085 0.3903 0.1700
C -0.8576 0.7076 1.1658
N -2.1081 0.3821 0.6931
C -2.0326 -0.1068 -0.5475
N -0.7531 -0.1032 -0.8798
H 2.1768 -1.1879 1.6205
H 1.5907 -1.8397 0.0885
H 3.3023 -1.2466 0.2027
H -0.6236 1.1234 2.1323
H -2.9688 0.5156 1.2014
H -2.8371 -0.4508 -1.1880
H -0.4098 -0.3870 -1.7942
I -2.7325 0.5905 -3.3547
```

Results of the Mulliken charge analysis, in e, for atoms 1 through 4: number 1, C, carries -0.946; number 2, S, carries 1.206; number 3, O, carries -0.617; number 4, O, carries -0.641



# 7
Formula: C18H24N2O2
Source: the OMol25 dataset
Level of theory: wB97M-V/def2-TZVPD

Summary:
- HOMO-LUMO gap: 8.3 eV
- Structure (SMILES): CCCN1C(=O)/C(=C/NC(C)(C)C)C(=O)c2cccc(C)c21

Structure (XYZ):
```
46
C18H24N2O2 wB97M-V/def2-TZVPD
O 0.6612 -2.0357 1.0207
O -2.1840 1.3756 0.1151
C -0.2987 -1.6091 0.3503
C -1.7310 0.2793 -0.1843
C -1.0194 -0.4821 0.8407
C -1.1222 -0.0594 2.1403
C -0.5078 -4.0833 -2.4910
C -0.1560 -3.4994 -1.2901
C -1.4517 -3.4642 -3.3137
C -0.6457 -2.2296 -0.9362
C -1.4414 -1.4954 -1.8441
C -1.9451 -2.1918 -2.9993
N -1.8296 -0.1786 -1.5067
N -0.4020 -0.6738 3.1650
C -3.0706 -1.6932 -3.8958
C 0.4546 2.0371 -3.6411
C 0.8754 0.9771 4.3318
C -1.4899 0.5303 5.0785
C 0.2899 -1.1639 5.5072
C -1.4691 0.8138 -2.5088
C 0.0720 0.9662 -2.6201
C -0.1998 -0.0953 4.5093
H -1.7181 0.7999 2.3544
H -0.1346 -5.0702 -2.7529
H 0.5099 -4.0664 -0.6215
H -1.7788 -3.9427 -4.2212
H 0.3418 -1.2766 2.7457
H -3.6025 -2.5313 -4.3604
H -2.6995 -1.0468 -4.6579
H -3.8395 -1.1335 -3.2977
H 1.5317 2.2087 -3.7312
H -0.0377 3.0065 -3.4665
H 0.1083 1.6946 -4.6066
H 1.0681 1.5132 5.2639
H 0.5680 1.7317 3.5982
H 1.7972 0.5362 3.9710
H -2.2566 -0.2335 5.1677
H -1.3429 0.8809 6.1181
H -1.8531 1.3779 4.4652
H 0.3490 -0.7933 6.5184
H 1.2918 -1.4633 5.2217
H -0.3234 -2.0561 5.4534
H -1.8817 1.8257 -2.2753
H -1.8592 0.5248 -3.4667
H 0.4436 1.2237 -1.6262
H 0.5314 0.0368 -2.9486
```

Results of the Mulliken charge analysis, in e, for atoms 1 through 4: number 1, O, carries -0.863; number 2, O, carries -0.725; number 3, C, carries 1.459; number 4, C, carries 0.162



# 8
Formula: C3H4N2O
Source: the OMol25 dataset
Level of theory: wB97M-V/def2-TZVPD

Summary:
- HOMO-LUMO gap (alpha / beta): 8.2 / 8.2 eV
- Structure (SMILES): O=c1[nH]cc[nH]1

Structure (XYZ):
```
10
C3H4N2O wB97M-V/def2-TZVPD
O 2.6179 0.2629 -0.2303
C 1.4591 0.1375 -0.4137
N 0.4380 -1.1670 0.2488
C -0.8429 -0.7677 0.1605
C -0.9761 0.6026 0.0984
N 0.2059 1.2453 0.1396
H 0.5506 -2.1612 0.0172
H -1.6577 -1.4338 -0.1143
H -1.8970 1.0720 -0.2395
H 0.1300 2.2179 -0.1804
```

Results of the Mulliken charge analysis, in e, for atoms 1 through 4: number 1, O, carries -0.377; number 2, C, carries 0.222; number 3, N, carries -0.289; number 4, C, carries -0.204



It is found that the energy values, taken in the order of the records, are -2007.19945; -430.69294; -372.89505; -344.61586; -441.78494; -1112.45529; -960.30643; -301.37852 Eh.
It is found that the energy relative to the best compared isomer or geometry (same formula, charge and spin) values, taken in the order of the records, are 0.091; 6.205; 0.144; 4.108; 2.638; 0.000; 1.660; 2.958 eV.